# 1
29
Properties=species:S:1:pos:R:3 method="wB97M-V/def2-TZVPD" gap_ev=7.197 lumo_ev=-5.0 charge=+1 relative_energy_kj_mol=778.0
C -0.19914 -0.24416 -1.43137
C -2.84828 -0.54460 0.59596
C -1.92433 0.46656 0.43977
C 0.11614 1.06139 -1.04934
C 2.28147 0.94652 0.50897
C -1.89704 1.74068 1.12430
C -4.12363 -1.99908 -0.67527
C 4.64052 0.58246 0.84932
C 3.48380 -0.37816 -1.10656
C -2.77982 -1.83590 -0.09971
N -0.92634 0.32281 -0.45946
N 3.38147 0.48816 0.07927
H -3.55752 -0.31986 1.41808
H 0.23882 2.10844 -1.18148
H 2.51227 1.70747 1.29811
H -2.08545 1.94840 2.22827
H -2.79164 2.22528 0.66633
H -1.00779 2.29897 0.80905
H -4.17075 -3.06286 -1.20929
H -4.50304 -1.17113 -1.30618
H -4.92572 -1.96768 0.13398
H 4.46310 0.76675 1.89520
H 5.52483 -0.06771 0.50639
H 5.20377 1.53203 0.56945
H 4.19541 -0.03263 -1.87394
H 3.84620 -1.45981 -0.83246
H 2.55551 -0.52020 -1.74134
H -1.92733 -1.94487 -0.79906
H -2.77550 -2.64725 0.64302



# 2
29
Properties=species:S:1:pos:R:3 method="wB97M-V/def2-TZVPD" gap_ev=8.228 lumo_ev=-4.0 charge=+1 relative_energy_kj_mol=293.4 smiles="C=C[C@H]1N=C1C[C@H](C)[NH+]=C(C)C"
C -1.58315 -0.32397 0.55204
C -2.26153 0.78684 -0.08940
C -0.78793 -1.63842 0.44997
C -4.60619 0.46426 0.73187
C -3.74594 0.85542 -0.20261
C 1.66352 -1.90257 1.29087
C 2.97277 0.19461 -1.57189
C 1.82349 2.26929 -0.52808
C 0.70130 -1.38285 0.17835
C 1.88149 0.81931 -0.68364
N -1.66857 0.71867 1.31585
N 1.02210 0.08384 0.01170
H -0.87691 -2.21312 1.47132
H -1.08966 -2.36030 -0.45455
H -5.59426 0.56203 0.36512
H -4.39680 -0.03093 1.70499
H -4.05679 1.13022 -1.17540
H 1.22999 -1.99939 2.19361
H 2.03573 -2.89486 0.98803
H 2.56873 -1.24923 1.25876
H 3.75624 0.85648 -1.87917
H 2.59935 -0.47978 -2.30846
H 3.42648 -0.44053 -0.83469
H 0.99858 2.61090 0.10524
H 1.94757 2.74513 -1.56474
H 2.70758 2.62076 -0.13354
H 0.86912 -1.97594 -0.75258
H -1.77376 1.44865 -0.74245
H 0.23746 0.72545 0.30350



# 3
32
Properties=species:S:1:pos:R:3 method="wB97M-V/def2-TZVPD" gap_ev="6.341 / 8.044" lumo_ev="-6.4 / -5.4" charge=+1 relative_energy_kj_mol=404.0
C -0.42903 0.13633 -4.23055
C -1.02461 -0.14429 0.42267
C -2.43689 -1.64765 -2.35451
C -2.24379 -1.78875 -0.93564
C 0.18321 -1.60700 -1.21939
C 0.16101 -1.71064 -2.74137
C 0.79965 0.09405 2.73865
C 2.21306 1.34327 1.01801
C 0.05965 2.35232 2.02687
C 0.74560 1.10309 1.57627
N 0.11907 -0.60636 -3.45231
N -0.98484 -1.23184 -0.44108
O -1.97431 0.16084 1.09757
O 0.93153 -2.64391 -3.37713
O 0.08836 0.60899 0.37983
H -0.19544 1.09786 -4.56195
H -2.76494 -2.54729 -2.91979
H -2.05218 -0.70307 -2.81568
H -3.02842 -1.35170 -0.12512
H -2.20103 -2.81062 -0.75694
H 0.43593 -2.67316 -1.05189
H 1.12303 -0.97599 -0.92578
H 0.85147 -0.96150 2.28955
H 1.55586 0.33511 3.40823
H -0.15559 -0.03754 3.26602
H 2.08588 1.64350 0.00877
H 2.96191 0.53706 1.35346
H 2.62717 2.16945 1.66525
H -1.03365 2.21666 1.92287
H 0.15481 2.51424 3.10513
H 0.34293 3.26706 1.50277
H 1.28172 -3.36646 -2.87814



# 4
32
Properties=species:S:1:pos:R:3 method="wB97M-V/def2-TZVPD" gap_ev=8.653 lumo_ev=-7.1 charge=+2 relative_energy_kj_mol=263.5
C -0.89847 -1.75708 2.17111
C -0.49000 -0.70235 1.31457
C -0.03030 -2.81033 2.43061
C 1.63221 -1.66842 1.37147
C 0.76259 -0.64166 0.90628
C -0.25542 1.06689 -2.81338
C -1.48427 1.48582 -3.52668
C -0.32167 2.40055 0.25378
C 2.22028 -3.76771 2.39973
C 1.38592 0.53896 0.20163
N 0.40313 1.19233 -1.78862
N 1.23078 -2.70911 2.07716
N 0.40395 1.47000 -0.41742
N -2.13256 2.54290 -2.73905
N -1.25510 3.01643 -0.33090
H -1.93486 -1.76245 2.63896
H -1.29049 0.02264 1.01149
H -0.43629 -3.58904 3.02603
H 2.66189 -1.47068 1.13424
H 0.52906 0.61684 -3.50622
H -2.08102 0.64981 -3.40138
H 0.10144 2.69145 1.29018
H 2.16479 -4.59822 1.63370
H 3.15364 -3.42663 2.45487
H 1.88324 -4.15858 3.35809
H 1.97037 0.99135 0.98402
H 1.95471 0.39544 -0.62959
H -3.07861 2.27507 -2.30029
H -2.37673 3.27777 -3.40621
H -1.46296 2.85829 -1.37428
H -1.26006 1.75271 -4.55078
H -1.66921 3.81701 0.12687



# 5
30
Properties=species:S:1:pos:R:3 method="wB97M-V/def2-TZVPD" gap_ev="4.583 / 4.304" lumo_ev="6.4 / 6.1" s2=2.014 charge=-2 spin_multiplicity=3 relative_energy_kj_mol=255.6
C -0.88534 0.81531 -2.90224
C 0.49058 0.80054 -2.53177
C 0.60127 1.26430 -1.20426
C -0.71645 1.59863 -0.72696
C -1.64143 1.36117 -1.80424
Ni -1.02579 -0.58822 -1.19705
N -4.07551 0.55118 0.21244
C 0.11357 -1.80275 -1.17931
C 1.48988 -1.63523 -1.19594
H 1.53408 1.37255 -0.64355
H 1.31415 0.47845 -3.15983
H -0.95052 2.07602 0.21958
H -2.65644 1.71345 -1.85542
H -1.26348 0.63163 -3.89032
H 2.04330 -1.51926 -2.11341
H -0.30932 -2.07131 -0.15013
H -3.25073 -0.13282 -0.01945
H 2.07418 -1.56725 -0.28930
H -0.52452 -2.16667 -2.04033
C 0.48914 1.17848 2.53385
C 0.69912 -0.16030 1.84613
C 0.99049 -1.35305 2.74935
O -0.49783 -0.35910 1.22281
H -0.47566 1.15850 3.05091
H 0.41775 1.94446 1.75887
H 1.28477 1.44289 3.22994
H 1.59585 -0.04887 1.19527
H 0.11105 -1.54117 3.37468
H 1.15376 -2.23668 2.12309
H 1.87007 -1.20486 3.38660



# 6
30
Properties=species:S:1:pos:R:3 method="wB97M-V/def2-TZVPD" gap_ev=10.528 lumo_ev=0.8 charge=0 relative_energy_kj_mol=464.0
C 1.81132 -1.73608 -0.20953
C -2.38636 1.42070 0.06612
C -1.08022 2.09672 0.58221
C -2.45527 -0.10777 -0.12133
C 0.13056 1.34945 -0.04998
C -1.08782 -0.71045 -0.56167
C 3.76605 1.07771 -0.90978
C 4.62273 0.80336 0.21851
C 0.11590 -0.17557 0.10931
C 1.38181 -2.68999 0.82100
N 1.26945 -0.68454 -0.63883
O 4.87179 0.72946 1.37566
O 4.85102 0.14288 -0.83650
H -3.04805 1.85800 0.77350
H -2.49470 1.73420 -1.00958
H -0.91857 3.16418 0.24956
H -0.86630 2.09951 1.71410
H -2.69487 -0.52756 0.90543
H -3.28216 -0.44117 -0.83478
H 0.21653 1.39491 -1.07248
H 1.01544 1.69666 0.39424
H -1.03249 -1.73515 -0.57411
H -1.07654 -0.55190 -1.57698
H 2.81890 0.72238 -0.85587
H 4.04420 1.95264 -1.54554
H 2.73982 -2.05786 -0.69497
H 0.04400 -0.34223 1.24506
H 0.50751 -2.41247 1.37498
H 0.86248 -3.63468 0.27149
H 2.25043 -3.15291 1.50782



# 7
31
Properties=species:S:1:pos:R:3 method="wB97M-V/def2-TZVPD" gap_ev="7.155 / 7.161" lumo_ev="-0.6 / -0.6" charge=0 relative_energy_kj_mol=630.8
C 0.14650 -0.68451 0.29855
C -0.45684 -2.53152 -0.66177
C 2.82428 -0.92987 0.45550
C 2.58085 0.26669 -0.50596
C 1.50808 -0.72602 -0.18372
C -0.10422 -3.79279 0.05540
C -3.13677 0.60716 -0.46287
C 0.11810 2.73789 0.40710
C -2.07039 0.24550 0.53572
C -0.28923 1.61090 -0.51027
N -0.65872 0.33906 0.14195
O 0.47027 -1.10133 -2.74677
O 2.08285 -2.76328 -1.89508
S 0.92599 -1.92519 -1.65945
H 3.59415 -1.73929 0.00742
H 2.93457 -0.59708 1.38411
H 2.76496 1.24142 -0.13216
H 3.12992 0.24973 -1.50571
H 1.05004 -4.09382 -0.07664
H -0.77282 -4.73987 -0.31569
H -0.34178 -3.68286 1.11145
H -2.86033 0.08834 -1.36831
H -4.03409 0.06231 -0.06366
H -3.18130 1.66922 -0.64482
H 0.33675 3.63129 -0.23877
H -0.78002 2.85887 1.06015
H 1.06565 2.41727 0.86275
H -2.15296 0.84634 1.38250
H -2.35166 -0.72927 0.78810
H -1.06238 1.77090 -1.16615
H 0.65949 1.37199 -1.08703